Here is a single C3H5N molecule in a non-equilibrium geometry from OMol25. Energies are from ωB97M-V with the def2-TZVPD basis set.

CARTESIAN COORDINATES (ANGSTROEM)
H 1.0789 0.0406 -1.0943
H -0.6211 0.3989 1.4697
C -0.0338 0.8157 0.6308
C -0.6565 -1.0983 -0.8211
C 0.4702 -0.3271 -0.2620
H 1.1196 -1.0080 0.2824
H 0.8326 1.3505 1.0219
H -0.6635 1.5251 0.0833
N -1.5264 -1.6976 -1.3108

Output
- Calculated total energy: -172.0539 Eh
- Energy relative to the best compared isomer or geometry (same formula, charge and spin): 3.14 kJ/mol
- HOMO energy: -11.608 eV

Here is a single C5H11N molecule in a non-equilibrium geometry from OMol25. Energies are from ωB97M-V with the def2-TZVPD basis set.

CARTESIAN COORDINATES (ANGSTROEM)
C -0.3678 0.6752 1.2965
C -0.6969 -0.9338 -0.5687
H 1.9687 0.7862 -1.3966
H -0.1993 1.6689 1.2612
H -2.2773 -0.2299 0.7036
H -0.9344 -1.7834 0.0310
H -1.0731 -1.1847 -1.5244
H -1.8315 1.0854 -0.3326
C -1.4248 0.2814 0.2481
C 0.8844 0.6414 -1.3582
N 0.7246 -0.6198 -0.5432
C 0.9372 -0.2532 0.9491
H -0.5577 0.4860 2.3159
H 0.3961 1.5469 -0.9096
H 0.6093 0.4353 -2.4162
H 0.9333 -1.1793 1.5613
H 1.9018 0.2412 1.1071

Output
- Calculated total energy: -251.8138 Eh
- Energy relative to the best compared isomer or geometry (same formula, charge and spin): 127.85 kJ/mol
- HOMO energy: -8.798 eV

Here is a 2-piece molecular cluster, C5H15NO overall in a non-equilibrium geometry from OMol25. Energies are from ωB97M-V with the def2-TZVPD basis set.

CARTESIAN COORDINATES (ANGSTROEM)
C -0.6969 0.0294 1.9649
H 0.2879 -0.5160 -0.7401
H 2.9500 -0.3580 -1.9046
H -1.0339 -2.2653 -0.3039
H -0.3301 2.1721 -1.0636
H -1.1779 0.2644 -1.4263
H -0.4824 1.0955 1.9461
H -2.7065 -1.9937 0.2680
C -0.4958 0.2220 -0.5771
N 0.0590 1.5649 -0.3514
H 1.8626 0.9321 0.4225
H 0.2947 -0.4378 1.9975
C 1.5125 1.6501 -0.3051
H -1.5076 -2.3024 1.4464
H -1.2602 -0.2374 2.8535
O 2.5802 -1.1963 -2.2026
C -1.3490 -0.3101 0.6123
H 1.7512 2.6727 -0.0150
H -2.3197 0.1939 0.5655
H 1.7127 -0.8385 -2.3860
C -1.6504 -1.8236 0.4771
H 1.9994 1.4820 -1.2780

Output
- Calculated total energy: -329.4669 Eh
- Energy relative to the best compared isomer or geometry (same formula, charge and spin): 106.89 kJ/mol
- HOMO energy: -8.931 eV

Here is C5H15NO as an isolated structure in a non-equilibrium geometry from OMol25. Energies are from ωB97M-V with the def2-TZVPD basis set.

CARTESIAN COORDINATES (ANGSTROEM)
H -0.7795 1.9126 3.5967
H 0.5087 0.5791 -1.0385
H 0.5329 3.4285 2.0937
N -0.7929 -0.6862 -2.0244
H -1.2626 2.7839 1.7070
C -0.1611 -0.2102 -0.7826
H -1.2895 0.3134 3.0789
H 0.6787 -0.6685 0.9168
H 1.4595 -2.3687 -3.5217
H -0.8773 0.2171 -0.1179
H 0.0763 0.7145 4.0523
H -1.0377 0.0787 -2.6007
H 1.2756 -1.8315 -0.5081
C -0.3391 1.0008 3.0744
C -0.0821 2.6502 1.4800
H 0.0505 3.1361 0.2272
H -0.1215 -1.3772 -2.5110
H -0.3423 -2.0596 0.2832
C 0.3456 1.1458 1.7496
H 1.4256 1.0411 1.9665
C 0.4202 -1.3083 0.0013
O 0.5190 -2.5958 -3.3237

Output
- Net charge: +1
- 2S+1: 2
- Calculated total energy: -328.8784 Eh
- ⟨S²⟩: 0.770
- Energy relative to the best compared isomer or geometry (same formula, charge and spin): 834.54 kJ/mol
- HOMO energy (spin up / spin down): -12.651 / -12.727 eV

Here is a 2-piece molecular cluster, C6H15NO overall in a non-equilibrium geometry from OMol25. Energies are from ωB97M-V with the def2-TZVPD basis set.

CARTESIAN COORDINATES (ANGSTROEM)
N -1.8300 0.3629 -1.2953
H -1.3187 -1.2423 -2.7813
C 1.7404 0.7189 2.3445
H -0.7908 1.2690 1.8078
H 2.3445 1.6144 2.2083
H -1.9609 0.0032 1.1962
H 2.3792 0.1197 3.0020
C 0.0603 -0.5292 0.8271
H 3.4399 0.1017 0.3221
C -1.2589 1.2907 -0.2760
H -1.9654 2.1104 -0.1607
H -0.2545 -1.9007 -3.6766
H -2.8349 0.4830 -1.3321
C 1.4589 -0.0431 1.0802
C -1.0244 0.5322 1.0418
H -0.3153 1.6847 -0.6261
H 2.2991 -0.5951 -0.8335
H 0.9271 1.0301 2.9901
C 2.3850 -0.1207 0.1376
H 0.0211 -0.7768 -0.2353
H -1.4981 0.6822 -2.1988
H -0.0973 -1.5034 1.2933
O -0.8788 -2.0809 -2.9672

Output
- Calculated total energy: -367.5609 Eh
- Energy relative to the best compared isomer or geometry (same formula, charge and spin): 184.96 kJ/mol
- HOMO energy: -9.114 eV

What is the calculated total energy in the third record? -329.4669 Eh